A cluster of 2 separate species, CH3ClN2O2 in total in a non-equilibrium geometry, computed with ωB97M-V/def2-TZVPD.

For the relative energy (zero: lowest compared OMol25 entry of this formula, charge and spin), the calculation gives 43.7 kcal/mol. The value obtained for the highest occupied orbital energy (spin up / spin down) is -7.9001 / -10.4544 eV. Its multiplicity is 3.

Geometry (Å):
C -0.91245 0.06540 -0.28127
N 1.67657 -0.15482 0.67385
N 1.33554 0.34919 -0.38623
O 2.78261 -0.29641 1.17915
O -1.78648 -0.44692 -1.15683
Cl -1.14101 1.72535 0.26433
H -1.88112 0.09803 -2.01709
H -0.90379 -0.64375 0.63447
H 0.83013 -0.69607 1.08962

An isolated molecule of C5H4N2 in a non-equilibrium geometry, computed with ωB97M-V/def2-TZVPD.

For the relative energy (zero: lowest compared OMol25 entry of this formula, charge and spin), the calculation gives 158.7 kcal/mol. The value obtained for the highest occupied orbital energy (spin up / spin down) is -8.1606 / -8.1616 eV.

Geometry (Å):
C 2.68423 0.43535 0.26057
C 1.48714 0.05587 -0.09785
C 0.16654 -0.24559 0.08993
N -0.72842 -1.03231 0.75602
C -1.23273 -0.17585 -0.34755
C -1.96682 1.04173 -0.04577
N -2.55193 2.00864 0.19818
H 3.54077 0.02820 -0.27759
H 1.16267 -0.58222 -1.05708
H -0.95361 -0.79748 1.72192
H -1.60785 -0.73633 -1.20078

A structure of composition C13H13AuBrNO7 in a non-equilibrium geometry, computed with ωB97M-V/def2-TZVPD.

The value obtained for the highest occupied orbital energy (spin up / spin down) is -9.1494 / -9.1442 eV. Its multiplicity is 3.

Geometry (Å):
Au 0.35082 0.77254 0.15448
O -2.00847 1.02316 -0.18610
C -2.06523 2.22366 -0.95846
C -1.29465 3.34468 -0.29748
N 0.13063 3.01602 -0.06306
C 0.65172 3.56431 1.20415
C 0.05536 2.87810 2.40787
O 0.05556 3.42729 3.47614
O -0.45393 1.68917 2.12392
C 1.01487 3.31338 -1.20045
C 2.31335 2.52036 -1.14016
O 3.29505 2.97994 -1.66449
O 2.25448 1.35513 -0.53269
H -2.34311 1.17782 0.70887
H -1.63628 1.96934 -1.92734
H -3.09893 2.53035 -1.11172
H -1.36860 4.24418 -0.91526
H -1.75368 3.56696 0.66635
H 1.72691 3.39771 1.27114
H 0.42210 4.62306 1.33608
H 0.51281 3.03308 -2.12944
H 1.27660 4.37111 -1.24619
Br 0.59755 -8.02753 0.54395
C 0.36401 -6.16802 0.27129
C 1.14169 -5.27588 0.99115
C 0.97346 -3.91408 0.77959
C 0.03375 -3.45740 -0.13698
C -0.73943 -4.36648 -0.84489
C -0.57698 -5.72957 -0.64588
C -0.19684 -1.99616 -0.37401
O -1.12349 -1.59640 -1.05114
O 0.69148 -1.20618 0.20731
H 1.86804 -5.63832 1.70595
H 1.57684 -3.20109 1.32434
H -1.47086 -4.00001 -1.55272
H -1.17657 -6.44426 -1.19412

A cluster of 2 separate species, C3H7N4S2 in total in a non-equilibrium geometry, computed with ωB97M-V/def2-TZVPD.

Its charge is +1. For the relative energy (zero: lowest compared OMol25 entry of this formula, charge and spin), the calculation gives 100.0 kcal/mol. The value obtained for the highest occupied orbital energy (spin up / spin down) is -12.1415 / -12.5685 eV.

Geometry (Å):
C 2.65129 -0.63055 -0.92675
C -2.25292 -0.08283 0.26319
C 1.18032 0.24025 0.91374
N 1.47696 -0.00313 -1.31581
N -2.31160 1.17548 0.63988
N -1.18239 -0.66705 -0.24759
N 0.73849 0.48127 -0.36472
S -3.63324 -0.98991 -0.09456
S 2.69079 -0.94924 0.68174
H 3.45573 -0.98804 -1.69489
H 1.59825 1.10224 1.54355
H 0.45605 -0.25632 1.58924
H 1.20395 -0.00212 -2.29180
H -3.24512 1.48987 1.06395
H -1.38919 -1.55700 -0.57417
H -1.43737 1.63707 0.81500

A cluster of 2 separate species, CH3ClN2 in total in a non-equilibrium geometry, computed with ωB97M-V/def2-TZVPD.

For the relative energy (zero: lowest compared OMol25 entry of this formula, charge and spin), the calculation gives 11.7 kcal/mol. The value obtained for the highest occupied orbital energy (spin up / spin down) is -9.9428 / -9.9378 eV. Its multiplicity is 3.

Geometry (Å):
C -1.70830 -0.68417 -0.22470
N -0.53728 -0.34173 -0.08939
N 1.84261 1.07960 0.45187
Cl -3.04928 0.30142 0.33586
H -1.89474 -1.56443 -0.78631
H -0.10246 0.47244 0.43607
H 2.88279 0.66321 0.56990

no.,molar mass (g mol⁻¹)
1,110.5
2,92.1
3,572.1
4,163.3
5,78.5